No. 1
An isolated molecule of C3H7NO in a non-equilibrium geometry, computed with ωB97M-V/def2-TZVPD.

Output
structure (SMILES)	CC/C=N/O
total charge	0
highest occupied orbital energy	-9.53	eV
molecular weight	73.095	Da
gap between HOMO and LUMO	10.73	eV

```
12
Properties=species:S:1:pos:R:3:forces:R:3:nbo_charge:R:1
C 1.746 -0.372 -0.210 -0.257 0.144 -0.420 -0.6028
C 0.589 0.574 0.152 0.437 0.285 0.321 -0.4534
C -0.719 -0.117 0.279 -1.481 1.031 -0.854 0.0425
N -1.768 0.457 -0.215 1.741 -1.314 0.681 -0.1378
O -2.890 -0.351 -0.030 -0.835 0.784 -0.290 -0.5722
H 1.553 -0.854 -1.183 0.098 0.181 0.333 0.2089
H 1.909 -1.162 0.521 -0.184 -0.010 0.139 0.2059
H 2.678 0.183 -0.285 0.042 0.045 -0.065 0.2145
H 0.767 1.073 1.113 0.284 -0.196 0.047 0.2145
H 0.513 1.409 -0.557 -0.091 -0.377 -0.038 0.2261
H -0.792 -1.070 0.811 -0.076 0.087 -0.173 0.1795
H -3.586 0.230 -0.396 0.321 -0.661 0.321 0.4742
```
Forces are in eV/Å.


No. 2
A structure of composition C2H6N2S in a non-equilibrium geometry, computed with ωB97M-V/def2-TZVPD.

Output
total charge	0
highest occupied orbital energy	-8.88	eV
molecular weight	90.151	Da
gap between HOMO and LUMO	8.58	eV

```
11
Properties=species:S:1:pos:R:3:forces:R:3:nbo_charge:R:1
C 0.946 -0.464 1.051 1.069 -2.076 1.130 -0.7221
C 0.168 0.608 0.241 -0.455 -1.655 2.179 0.4390
H 2.164 -0.709 0.974 -3.256 1.215 -0.694 0.2485
H 0.443 -1.562 0.854 1.131 2.824 0.835 0.2345
H 0.888 -0.098 2.142 -0.297 -0.957 -1.636 0.2530
H -0.523 2.218 0.077 -1.320 1.296 -0.052 0.3116
H -0.958 1.058 -1.508 2.900 -3.912 1.259 0.3911
H -2.177 -1.435 -1.911 3.835 -0.198 0.642 0.1326
N -0.252 1.694 0.895 2.295 -2.870 -3.010 -0.6697
N -0.230 0.161 -1.070 -2.443 4.083 -1.119 -0.8114
S -0.469 -1.471 -1.745 -3.459 2.250 0.466 0.1930
```
Forces are in eV/Å.